No. 1
{
  "formula": "AlH10O5",
  "method": "wB97M-V/def2-TZVPD",
  "symbols": ["Al", "O", "O", "O", "O", "O", "H", "H", "H", "H", "H", "H", "H", "H", "H", "H"],
  "coordinates": [[0.11, -0.26, -0.10], [1.89, 0.30, -0.93], [-1.07, -1.83, -0.58], [-0.01, -0.07, 1.93], [-1.63, 0.15, -1.11], [0.86, 1.56, 0.53], [-0.94, -0.02, 2.15], [2.39, 1.11, -0.84], [-0.87, -2.50, -1.24], [1.03, 2.35, 0.02], [2.54, -0.36, -1.19], [-2.44, 0.56, -0.80], [1.32, 1.70, 1.36], [-1.74, -2.24, -0.03], [-1.87, -0.27, -1.93], [0.43, -0.18, 2.77]],
  "nbo_charge": [2.27, -0.98, -0.99, -1.00, -0.99, -1.00, 0.55, 0.57, 0.57, 0.55, 0.56, 0.57, 0.56, 0.58, 0.57, 0.59],
  "e_lumo_ev": -14.685,
  "homo_ev": -26.03,
  "e_tot_ev": -16964.961,
  "total_charge": 3,
  "spin_multiplicity": 1,
  "e_above_lowest_kj_mol": 0.00,
  "gap_ev": 11.342,
  "molar_mass_g_mol": 117.06
}

No. 2
{
  "formula": "C5H8O",
  "method": "wB97M-V/def2-TZVPD",
  "symbols": ["O", "C", "C", "C", "C", "C", "H", "H", "H", "H", "H", "H", "H", "H"],
  "coordinates": [[-1.61, -1.59, 1.15], [-0.01, -0.81, -0.37], [-0.07, 1.63, 0.33], [-1.04, -1.58, -0.10], [1.08, -0.20, -1.14], [0.70, 0.33, 0.24], [-0.96, -1.21, 1.75], [-0.81, 1.69, -0.47], [0.60, 2.50, 0.24], [1.41, 0.13, 1.05], [2.01, -0.76, -1.20], [0.88, 0.43, -2.00], [-0.61, 1.71, 1.29], [-1.55, -2.27, -0.77]],
  "nbo_charge": [-0.68, -0.14, -0.61, 0.15, -0.41, -0.25, 0.48, 0.21, 0.21, 0.21, 0.22, 0.22, 0.21, 0.19],
  "e_lumo_ev": 0.946,
  "homo_ev": -8.70,
  "e_tot_ev": -7360.147,
  "spin_multiplicity": 1,
  "smiles": "C[C@@H]1C/C1=C/O",
  "e_above_lowest_kj_mol": 203.45,
  "gap_ev": 9.648,
  "molar_mass_g_mol": 84.12
}

No. 3
{
  "formula": "H3INPS",
  "method": "wB97M-V/def2-TZVPD",
  "symbols": ["I", "S", "P", "N", "H", "H", "H"],
  "coordinates": [[-3.13, 1.06, 0.09], [-1.21, -0.19, -0.48], [1.85, 1.29, -0.26], [-0.99, -1.20, 0.65], [2.04, 0.20, 0.68], [-0.04, -1.50, 0.66], [1.49, 0.36, -1.34]],
  "nbo_charge": [0.02, 0.53, 0.09, -0.91, -0.06, 0.37, -0.05],
  "e_lumo_ev": [-0.933, -1.414],
  "homo_ev": [-8.95, -8.31],
  "e_tot_ev": -29760.087,
  "spin_multiplicity": 1,
  "e_above_lowest_kj_mol": 195.12,
  "gap_ev": [8.020, 6.892],
  "molar_mass_g_mol": 206.98
}

no.,maximum force (eV/Å)
1,3.6
2,0.4
3,1.7